Computed, not measured: a cluster of 10 separate species, C23H58F2N8O17S2 in total in a non-equilibrium geometry, with ωB97M-V with the def2-TZVPD basis set.

The LUMO energy comes out at -10.67 eV. The calculation puts the electronic energy at -98576.854 eV. Its total charge is +4.

Last columns: bonded neighbours and bond lengths (Å).
Cartesian coordinates (Å):
1 N 0.12 -0.13 0.53  S2 1.516, S6 1.727
2 S -0.45 -1.36 -0.14  N1 1.516, O3 1.451, O4 1.437, F5 1.588, S6 2.450
3 O -0.21 -1.56 -1.56  S2 1.451
4 O -1.66 -1.89 0.43  S2 1.437
5 F 0.59 -2.40 0.47  S2 1.588
6 S -0.99 1.03 -0.12  N1 1.727, S2 2.450, O7 1.422, O8 1.437, F9 1.617
7 O -2.20 1.06 0.62  S6 1.422
8 O -0.99 1.25 -1.54  S6 1.437
9 F -0.16 2.31 0.40  S6 1.617
10 C 3.83 -2.55 0.73  C11 1.521, H17 1.090, H18 1.091, H19 1.094
11 C 3.45 -1.13 1.10  C10 1.521, O12 1.179, N13 1.555
12 O 3.58 -0.70 2.19  C11 1.179
13 N 2.92 -0.14 0.02  C11 1.555, H14 1.018, H15 1.041, C16 1.532
14 H 3.07 -0.49 -0.92  N13 1.018
15 H 1.89 0.01 0.11  N13 1.041
16 C 3.41 1.31 0.14  N13 1.532, H20 1.087, H21 1.087, H22 1.089
17 H 4.81 -2.60 0.26  C10 1.090
18 H 2.96 -2.89 0.18  C10 1.091
19 H 3.84 -3.20 1.61  C10 1.094
20 H 4.47 1.38 -0.04  C16 1.087
21 H 3.13 1.69 1.12  C16 1.087
22 H 2.87 1.88 -0.62  C16 1.089
23 C 1.98 7.31 -2.08  C24 1.506, H30 1.097, H31 1.088, H32 1.093
24 C 0.70 6.92 -2.76  C23 1.506, O25 1.175, N26 1.556
25 O -0.14 7.64 -3.16  C24 1.175
26 N 0.58 5.42 -3.14  C24 1.556, H27 1.020, H28 1.023, C29 1.542
27 H 0.42 5.40 -4.15  N26 1.020
28 H 1.55 5.12 -3.05  N26 1.023
29 C -0.19 4.52 -2.16  N26 1.542, H33 1.087, H34 1.085, H35 1.086
30 H 2.29 6.65 -1.25  C23 1.097
31 H 1.96 8.26 -1.55  C23 1.088
32 H 2.86 7.23 -2.72  C23 1.093
33 H -0.89 4.11 -2.89  C29 1.087
34 H -0.53 5.12 -1.33  C29 1.085
35 H 0.56 3.80 -1.83  C29 1.086
36 C -6.10 1.42 -0.81  C37 1.494, H43 1.089, H44 1.092, H45 1.092
37 C -5.37 0.14 -0.57  C36 1.494, O38 1.183, N39 1.536
38 O -4.59 -0.34 -1.32  C37 1.183
39 N -5.75 -0.58 0.73  C37 1.536, H40 1.019, H41 1.025, C42 1.527
40 H -6.02 0.08 1.46  N39 1.019
41 H -6.62 -1.05 0.44  N39 1.025
42 C -4.73 -1.56 1.33  N39 1.527, H46 1.088, H47 1.087, H48 1.085
43 H -6.02 1.73 -1.86  C36 1.089
44 H -5.68 2.20 -0.17  C36 1.092
45 H -7.18 1.41 -0.68  C36 1.092
46 H -5.10 -1.97 2.26  C42 1.088
47 H -3.83 -1.00 1.57  C42 1.087
48 H -4.53 -2.32 0.59  C42 1.085
49 C 2.29 1.14 -7.45  C50 1.524, H56 1.091, H57 1.089, H58 1.092
50 C 1.33 0.18 -6.76  C49 1.524, O51 1.171, N52 1.534
51 O 0.71 -0.72 -7.20  C50 1.171
52 N 1.00 0.68 -5.35  C50 1.534, H53 1.019, H54 1.021, C55 1.531
53 H 1.75 1.22 -4.93  N52 1.019
54 H 0.18 1.28 -5.43  N52 1.021
55 C 0.67 -0.41 -4.33  N52 1.531, H59 1.088, H60 1.088, H61 1.085
56 H 3.05 0.65 -8.06  C49 1.091
57 H 2.86 1.78 -6.79  C49 1.089
58 H 1.69 1.70 -8.18  C49 1.092
59 H 1.32 -1.27 -4.41  C55 1.088
60 H -0.32 -0.81 -4.53  C55 1.088
61 H 0.71 0.00 -3.33  C55 1.085
62 C -2.83 5.41 5.58  C63 1.483, H69 1.092, H70 1.107, H71 1.089
63 C -3.71 4.95 4.48  C62 1.483, O64 1.179, N65 1.532
64 O -4.88 5.07 4.43  C63 1.179
65 N -3.05 4.04 3.44  C63 1.532, H66 1.021, H67 1.024, C68 1.506
66 H -2.06 4.27 3.33  N65 1.021
67 H -2.95 3.13 3.92  N65 1.024
68 C -3.79 3.82 2.15  N65 1.506, H72 1.087, H73 1.089, H74 1.084
69 H -2.63 6.48 5.63  C62 1.092
70 H -1.78 5.23 5.30  C62 1.107
71 H -2.79 4.83 6.50  C62 1.089
72 H -3.17 3.69 1.27  C68 1.087
73 H -4.26 4.80 2.01  C68 1.089
74 H -4.45 2.98 2.32  C68 1.084
75 C -0.58 -2.43 3.74  C76 1.527, H82 1.091, H83 1.093, H84 1.093
76 C 0.54 -1.42 3.94  C75 1.527, O77 1.176, N78 1.550
77 O 1.63 -1.69 4.29  C76 1.176
78 N 0.30 -0.03 3.30  C76 1.550, H79 1.041, H80 1.013, C81 1.551
79 H 0.57 -0.13 2.29  N78 1.041
80 H -0.60 0.41 3.44  N78 1.013
81 C 1.32 1.00 3.85  N78 1.551, H85 1.091, H86 1.085, H87 1.087
82 H -1.10 -2.57 2.79  C75 1.091
83 H -1.34 -2.35 4.52  C75 1.093
84 H -0.11 -3.40 3.94  C75 1.093
85 H 1.05 1.88 3.27  C81 1.091
86 H 2.33 0.65 3.67  C81 1.085
87 H 1.12 1.18 4.90  C81 1.087
88 C 5.38 -5.85 -1.76  C89 1.516, H95 1.087, H96 1.101, H97 1.087
89 C 4.04 -5.62 -1.10  C88 1.516, O90 1.177, N91 1.544
90 O 3.87 -5.47 0.06  C89 1.177
91 N 2.78 -5.60 -2.00  C89 1.544, H92 1.016, H93 1.023, C94 1.507
92 H 3.03 -5.17 -2.89  N91 1.016
93 H 2.49 -6.57 -2.12  N91 1.023
94 C 1.63 -4.90 -1.32  N91 1.507, H98 1.091, H99 1.088, H100 1.087
95 H 5.63 -5.25 -2.64  C88 1.087
96 H 5.22 -6.88 -2.12  C88 1.101
97 H 6.17 -6.04 -1.04  C88 1.087
98 H 0.77 -4.98 -1.98  C94 1.091
99 H 1.87 -3.84 -1.38  C94 1.088
100 H 1.38 -5.23 -0.31  C94 1.087
101 O -2.04 -5.34 0.65  C102 1.375, H105 0.977
102 C -2.40 -5.01 1.93  O101 1.375, O103 1.247, O104 1.258
103 O -1.70 -5.44 2.87  C102 1.247
104 O -3.35 -4.20 2.10  C102 1.258
105 H -2.50 -4.56 0.29  O101 0.977
106 O 1.85 -4.35 2.43  C107 1.368, H110 0.975
107 C 2.27 -5.37 3.24  O106 1.368, O108 1.247, O109 1.243
108 O 1.37 -6.08 3.71  C107 1.247
109 O 3.49 -5.51 3.46  C107 1.243
110 H 0.88 -4.48 2.48  O106 0.975